{"formula": "C6H13NO", "method": "ωB97M-V/def2-TZVPD", "total_charge": 0, "smiles": "CC=C=O.CCNC", "relative_energy_kj_mol": 466.14, "spin_multiplicity": 1, "largest_force_ev_per_a": 3.9, "e_lumo_ev": 0.81, "energy_ha": -366.2564, "symbols": ["C", "C", "C", "O", "H", "H", "H", "H", "C", "C", "N", "C", "H", "H", "H", "H", "H", "H", "H", "H", "H"], "positions_angstrom": [[1.954780, 0.461067, -1.788736], [1.692555, -0.347513, -0.552097], [1.805621, 0.232823, 0.660848], [2.550407, 0.942269, 1.289552], [1.390102, 0.145833, -2.671419], [3.008977, 0.407510, -2.071511], [1.731260, 1.503951, -1.547935], [1.215823, -1.313857, -0.620490], [-2.084122, -0.192819, -0.724740], [-1.250167, 0.881449, -0.093438], [-0.211408, 0.210622, 1.204838], [-0.525368, -1.053470, 1.839307], [-2.642282, -0.767317, 0.011622], [-2.827347, 0.266227, -1.383733], [-1.464038, -0.855866, -1.326884], [-0.724332, 1.478570, -0.829760], [-1.829650, 1.551543, 0.544384], [-0.148612, 0.943317, 1.906716], [0.081388, -1.863287, 1.427328], [-1.505843, -1.527324, 1.830813], [-0.217744, -1.103728, 2.895335]], "forces_ev_per_a": [[1.12, 0.21, 0.16], [-0.64, -0.94, 0.59], [2.99, 1.34, -2.08], [-2.69, -0.95, 0.17], [-0.19, -0.04, 0.36], [0.09, 0.20, -0.24], [0.04, 0.06, -0.44], [-0.52, 0.18, -0.04], [0.02, -0.07, -0.03], [0.86, -1.21, 3.27], [-1.48, 1.63, -1.09], [0.53, -1.57, 0.43], [0.08, -0.07, 0.02], [0.12, 0.05, -0.01], [-0.05, -0.09, 0.04], [0.87, -0.31, 0.32], [-0.15, -0.05, -0.29], [-0.44, -0.01, -0.16], [0.22, 0.11, -0.53], [-0.66, 0.84, -0.26], [-0.11, 0.71, -0.21]]}